No. 1
{
  "formula": "C29H24N5PdSeSi",
  "method": "the ωB97M-V functional and the def2-TZVPD basis",
  "de_lowest_kj_mol": 118.2,
  "charge": -1,
  "species": ["Pd", "Se", "Si", "N", "N", "N", "N", "N", "C", "C", "C", "C", "C", "C", "C", "C", "C", "C", "C", "C", "C", "C", "C", "C", "C", "C", "C", "C", "C", "C", "C", "C", "C", "C", "C", "C", "C", "H", "H", "H", "H", "H", "H", "H", "H", "H", "H", "H", "H", "H", "H", "H", "H", "H", "H", "H", "H", "H", "H", "H", "H"],
  "coordinates": [[1.084, 0.025, -0.054], [2.607, -0.412, -2.284], [-0.943, 1.108, 0.473], [2.160, 0.557, 1.603], [2.339, -0.229, -4.035], [2.752, -0.572, 1.142], [2.584, 2.623, 0.503], [0.927, -0.918, -1.970], [4.487, 3.952, 1.114], [0.291, -0.954, -3.129], [-1.597, -1.351, -4.549], [-1.067, -1.358, -3.303], [1.702, -2.793, 1.322], [2.387, -2.895, 4.007], [-2.258, 1.772, -0.751], [3.330, 3.725, 0.395], [-2.171, -1.470, 0.979], [2.356, -1.711, 1.900], [-3.259, -2.162, 3.008], [-2.851, -2.435, 1.709], [-0.824, -0.941, -5.687], [0.463, -0.540, -5.565], [1.399, -3.917, 2.079], [2.963, 1.698, 1.372], [4.894, 2.964, 2.008], [-3.096, 0.941, -1.502], [-2.974, -0.921, 3.561], [-4.019, 1.449, -2.406], [-2.391, 3.149, -0.960], [1.076, -0.546, -4.269], [2.693, -1.774, 3.252], [-2.309, 0.043, 2.812], [4.126, 1.831, 2.144], [-4.127, 2.820, -2.595], [-3.306, 3.670, -1.867], [1.739, -3.978, 3.423], [-1.898, -0.199, 1.498], [-2.097, 1.008, 3.259], [-1.761, 3.828, -0.395], [-1.291, -0.949, -6.665], [5.053, 4.864, 0.978], [2.654, -2.922, 5.057], [-3.271, -0.704, 4.581], [-1.808, -1.724, -0.013], [0.871, -4.742, 1.617], [-3.038, -0.134, -1.369], [1.418, -2.740, 0.278], [-3.380, 4.743, -2.005], [4.395, 1.041, 2.832], [-4.848, 3.222, -3.298], [-1.646, -1.647, -2.437], [-3.785, -2.912, 3.587], [-4.657, 0.773, -2.966], [-3.048, -3.408, 1.272], [-2.628, -1.649, -4.693], [1.494, -4.853, 4.011], [1.046, -0.224, -6.419], [5.797, 3.085, 2.594], [2.977, 4.459, -0.323], [3.188, -0.922, 3.700], [-0.909, 2.258, 1.438]]
}


No. 2
{
  "formula": "C23H25O9S2",
  "method": "the ωB97M-V functional and the def2-TZVPD basis",
  "e_tot_ha": -2364.96128,
  "charge": -1,
  "species": ["S", "S", "O", "O", "O", "O", "O", "O", "O", "O", "O", "C", "C", "C", "C", "C", "C", "C", "C", "C", "C", "C", "C", "C", "C", "C", "C", "C", "C", "C", "C", "C", "C", "C", "H", "H", "H", "H", "H", "H", "H", "H", "H", "H", "H", "H", "H", "H", "H", "H", "H", "H", "H", "H", "H", "H", "H", "H", "H"],
  "coordinates": [[2.851, -1.054, 1.669], [2.469, 0.152, -0.951], [2.062, -0.597, -2.124], [2.863, -0.114, 2.771], [-1.618, -2.351, -1.010], [-1.948, 4.481, -1.585], [-2.632, -0.469, -0.381], [-1.293, -1.531, 3.265], [2.458, 1.597, -0.956], [2.764, -2.472, 1.941], [-2.424, 0.000, 2.059], [-1.165, 2.186, -1.795], [-4.199, 1.249, 2.962], [4.334, -0.872, 0.684], [-0.222, 1.111, 0.163], [-0.354, 2.304, 0.874], [5.213, -0.064, -1.420], [-2.772, -2.467, -1.876], [5.606, -1.289, 1.077], [-0.903, 3.430, 0.283], [-2.465, -3.582, -2.832], [6.488, -0.470, -1.029], [-0.534, 1.101, -1.195], [-1.744, -1.281, -0.204], [1.709, -0.532, 0.450], [4.140, -0.319, -0.568], [-1.355, 3.375, -1.057], [0.293, -0.161, 0.855], [-2.914, 0.560, 3.299], [-2.366, 4.383, -2.973], [6.680, -1.092, 0.209], [-0.689, -1.257, 0.930], [-0.120, -2.662, 1.024], [-1.509, -0.961, 2.207], [-2.155, 1.261, 3.679], [0.488, 0.129, 1.902], [7.674, -1.422, 0.507], [-2.718, 5.382, -3.233], [-0.031, 2.335, 1.915], [0.513, -2.773, 1.908], [-4.112, 1.851, 2.058], [0.476, -2.883, 0.130], [-3.638, -2.698, -1.243], [-3.318, -3.706, -3.503], [-1.545, 2.066, -2.813], [-1.044, 4.345, 0.852], [-4.491, 1.886, 3.795], [-3.183, 3.651, -3.080], [-1.579, -3.356, -3.437], [-0.967, -3.355, 1.101], [-2.924, -1.514, -2.391], [-4.988, 0.511, 2.817], [7.327, -0.295, -1.700], [-1.522, 4.098, -3.623], [-0.363, 0.227, -1.824], [-2.297, -4.528, -2.302], [-3.061, -0.247, 4.024], [5.026, 0.454, -2.360], [5.729, -1.752, 2.053]]
}


No. 3
{
  "formula": "C6H5ClN2",
  "method": "the ωB97M-V functional and the def2-TZVPD basis",
  "de_lowest_kj_mol": 40.3,
  "multiplicity": 3,
  "species": ["Cl", "N", "N", "C", "C", "C", "C", "C", "C", "H", "H", "H", "H", "H"],
  "coordinates": [[3.399, -1.380, 0.161], [1.746, -0.075, -1.353], [3.894, 2.057, -0.022], [-0.560, -0.138, -0.454], [3.195, 1.170, -0.003], [0.052, 0.010, 0.875], [0.487, -0.062, -1.499], [1.347, 0.187, 1.099], [2.322, 0.079, -0.036], [-1.299, 0.767, -0.554], [0.028, 0.029, -2.486], [-1.129, -1.100, -0.767], [-0.502, 0.306, 1.730], [1.588, 0.538, 2.066]]
}


No. 4
{
  "formula": "C2H23BeO17",
  "method": "the ωB97M-V functional and the def2-TZVPD basis",
  "de_lowest_kj_mol": 0.0,
  "charge": -1,
  "species": ["O", "O", "O", "O", "O", "O", "O", "O", "O", "O", "O", "O", "O", "O", "O", "O", "O", "C", "C", "Be", "H", "H", "H", "H", "H", "H", "H", "H", "H", "H", "H", "H", "H", "H", "H", "H", "H", "H", "H", "H", "H", "H", "H"],
  "coordinates": [[3.484, 0.350, 1.892], [0.884, -0.449, 0.957], [-0.406, 1.100, -0.075], [-0.424, -0.817, -0.793], [0.004, -1.027, 3.268], [-2.190, -1.584, -2.821], [0.570, 3.222, -1.036], [-1.360, 2.924, -3.577], [-3.017, 2.558, -2.225], [-1.484, 1.045, -2.379], [-2.268, 2.825, 1.869], [2.514, -2.939, 2.420], [-2.797, 0.055, -0.272], [1.164, 2.174, 2.304], [0.635, -3.014, -1.775], [2.930, -0.683, -0.905], [0.181, -3.079, 1.127], [0.282, 0.040, -0.032], [-2.042, 2.080, -2.818], [-1.363, 0.338, -1.000], [-3.578, 0.648, -0.171], [0.880, -2.854, -2.672], [0.097, 2.436, -0.655], [-1.350, -1.443, -3.271], [0.264, -2.075, -1.541], [0.789, -3.576, 0.528], [0.188, -0.924, 2.316], [2.136, -0.845, -0.351], [0.617, 3.726, -0.208], [1.038, 1.327, 1.896], [-2.110, -2.520, -2.688], [2.239, -2.700, 3.310], [-2.978, -0.883, 0.077], [3.043, 0.204, -0.697], [-2.241, 1.878, 1.923], [1.738, -2.660, 1.969], [1.003, 2.870, 1.665], [2.753, -0.220, 1.731], [0.245, -2.158, 0.700], [4.098, 0.230, 1.136], [-2.882, 3.107, 1.233], [-0.833, -1.467, 3.265], [-0.445, 2.793, -3.644]]
}